Arrangement one

Below is 2 unconnected molecules or ions with the total composition C2H4FNO2, with properties calculated with ωB97M-V with the def2-TZVPD basis set.

Atoms and positions in Å:
C1 1.00236 -0.36582 0.55445
C2 0.01754 0.07276 -0.46586
N1 -1.39619 0.02125 -0.14019
O1 -1.68130 0.11352 1.03577
O2 -2.17207 -0.10818 -1.05564
F1 0.24323 -0.29831 -1.72056
H1 1.97339 0.09358 0.38688
H2 1.12834 -1.45081 0.48808
H3 0.63429 -0.10696 1.54484
H4 0.25040 2.02897 -0.62776

For the lowest unoccupied orbital energy (alpha / beta), the calculation gives -1.53 / -1.63 eV. As for the orbital gap (alpha / beta): 8.8 / 9.0 eV.

---

Arrangement two

Below is C2H4FNO2 in the gas phase, with properties calculated with ωB97M-V with the def2-TZVPD basis set.

Atoms and positions in Å:
O1 0.86274 1.78488 -0.07865
C1 0.34815 0.68872 0.05398
C2 -1.22367 0.53782 0.32977
F1 -1.75152 -0.57926 -0.33342
N1 1.09315 -0.38764 -0.16396
O2 0.80557 -1.69912 0.07547
H1 -1.33477 0.49677 1.43458
H2 -1.60833 1.43104 -0.16955
H3 2.08875 -0.22509 -0.43043
H4 0.87265 -1.82119 1.03689

For the lowest unoccupied orbital energy, the calculation gives 0.53 eV. As for the orbital gap: 10.6 eV. The SMILES is O=C(CF)NO.

---

List of relative energies, unit eV: arrangement one 4.216; arrangement two 0.000

---

Arrangement one

Below is a molecular structure, CH5NO2, with properties calculated with ωB97M-V with the def2-TZVPD basis set.

Atoms and positions in Å:
C1 -0.87946 0.69205 -0.02118
N1 1.09795 -0.74966 0.15022
O1 0.50619 0.71878 0.30201
O2 -1.36956 -0.51633 0.29870
H1 -0.31000 -1.22453 0.14507
H2 1.60613 -0.79164 -0.72934
H3 1.77261 -0.80269 0.90563
H4 -1.83033 1.23965 -0.19622
H5 -0.59353 1.43438 -0.85488

For the lowest unoccupied orbital energy, the calculation gives 0.25 eV. As for the orbital gap: 7.9 eV.

---

Arrangement two

Below is 2 unconnected molecules or ions with the total composition CH5NO2, with properties calculated with ωB97M-V with the def2-TZVPD basis set.

Atoms and positions in Å:
C1 -1.91922 -0.98743 0.62858
N1 -1.60979 0.07156 -0.08513
O1 -2.24873 1.09902 -0.24903
H1 -1.25207 -1.85696 0.63240
H2 -3.00180 -1.21334 0.88922
H3 -0.62926 0.09948 -0.27297
O2 1.82005 1.03495 -0.16169
H4 2.48646 0.63968 -0.69681
H5 2.50904 1.67399 0.31846

For the lowest unoccupied orbital energy, the calculation gives 0.49 eV. As for the orbital gap: 9.3 eV. The SMILES is C=[NH+][O-].O.

---

Arrangement three

Below is 2 unconnected molecules or ions with the total composition CH5NO2, with properties calculated with ωB97M-V with the def2-TZVPD basis set.

Atoms and positions in Å:
N1 0.32172 -0.47556 1.29477
C1 0.01265 0.80708 0.98666
O1 0.33810 1.39196 -0.02183
H1 0.77379 -1.03436 0.58081
H2 -0.32383 -1.07175 1.77871
H3 -0.59100 1.31249 1.75249
O2 -0.53297 -1.33915 -1.85492
H4 -0.60741 -0.37976 -1.76506
H5 -0.35588 -1.48656 -2.79401

For the lowest unoccupied orbital energy, the calculation gives 0.91 eV. As for the orbital gap: 11.1 eV. The SMILES is NC=O.O.

---

List of relative energies, unit eV: arrangement one 7.556; arrangement two 3.321; arrangement three 0.000

---

Arrangement one

Below is 2 unconnected molecules or ions with the total composition C4H13NO, with properties calculated with ωB97M-V with the def2-TZVPD basis set.

Atoms and positions in Å:
C1 1.16409 -0.96168 -0.23449
C2 1.15356 -0.06997 1.01382
C3 -0.08789 0.79532 1.20625
C4 -0.47361 1.62056 -0.04002
N1 0.59082 2.51090 -0.44407
H1 0.14461 -1.04855 -0.62108
H2 1.38698 -2.01891 -0.05132
H3 1.89961 -0.66974 -1.00011
H4 1.27678 -0.66316 1.97344
H5 2.02610 0.59883 1.04335
H6 -0.92714 0.09382 1.38763
H7 -0.15796 1.43389 2.06617
H8 -1.36143 2.23649 0.12088
H9 -0.67104 0.80617 -0.83407
H10 0.38129 2.86074 -1.37116
H11 1.51835 2.22513 -0.19098
O1 -2.88857 -3.01063 -1.28166
H12 -2.16525 -3.18251 -0.67783
H13 -2.80930 -3.55669 -2.06475

For the lowest unoccupied orbital energy, the calculation gives 0.77 eV. As for the orbital gap: 9.5 eV. The SMILES is CCCCN.O.

---

Arrangement two

Below is 2 unconnected molecules or ions with the total composition C4H13NO, with properties calculated with ωB97M-V with the def2-TZVPD basis set.

Atoms and positions in Å:
C1 0.00000 0.00000 0.00000
C2 -0.78659 -0.20339 1.29859
N1 -1.69794 0.93255 1.44266
C3 -2.44124 0.76701 2.70934
C4 -3.28084 2.06315 2.83291
H1 -0.59899 -0.28586 -0.88097
H2 0.88044 -0.66199 0.05667
H3 0.34832 1.03805 -0.13317
H4 -1.51991 -1.03259 1.28816
H5 -0.12315 -0.35178 2.17226
H6 -1.09154 1.72376 1.69379
H7 -3.02264 -0.17480 2.68859
H8 -1.78862 0.74004 3.60311
H9 -2.65241 2.93339 3.08666
H10 -4.01726 1.91360 3.64033
H11 -3.82351 2.28176 1.89785
O1 -1.93821 -3.86094 4.21595
H12 -2.09051 -3.05909 4.76560
H13 -2.28898 -3.62318 3.32787

For the lowest unoccupied orbital energy, the calculation gives 0.70 eV. As for the orbital gap: 10.1 eV. The SMILES is CCNCC.O.

---

List of relative energies, unit eV: arrangement one 0.053; arrangement two 0.000

---

Arrangement one

Below is 2 unconnected molecules or ions with the total composition C4H13NO, with properties calculated with ωB97M-V with the def2-TZVPD basis set.

Atoms and positions in Å:
C1 0.30298 1.05527 2.58529
C2 0.55987 0.88696 1.16708
O1 -0.76141 0.18126 0.59787
C3 -0.92163 -0.80285 -0.45369
C4 -0.83860 -2.24163 0.05543
H1 0.42912 0.04754 2.96353
H2 -0.71092 1.45319 2.77908
H3 1.10255 1.68896 3.00473
H4 0.63366 1.89624 0.66122
H5 1.45396 0.29621 0.91757
H6 -1.88355 -0.64927 -0.86309
H7 -0.18355 -0.74547 -1.36084
H8 -0.97654 -2.85977 -0.86598
H9 0.14359 -2.45176 0.41897
H10 -1.59033 -2.38950 0.84909
N1 0.77236 1.16109 -3.33516
H11 1.47516 0.48242 -3.20022
H12 -0.01297 0.84093 -2.89783
H13 1.00625 2.15018 -3.02307

For the lowest unoccupied orbital energy, the calculation gives 0.93 eV. As for the orbital gap: 10.5 eV. The SMILES is CCOCC.N.

---

Arrangement two

Below is 2 unconnected molecules or ions with the total composition C4H13NO, with properties calculated with ωB97M-V with the def2-TZVPD basis set.

Atoms and positions in Å:
C1 -0.04381 -1.52692 -1.20521
C2 0.59310 -1.73503 0.18643
N1 0.52690 -0.52728 0.95490
C3 -0.66561 -0.14880 1.70589
C4 -0.60675 1.28586 2.25615
H1 -1.12093 -1.45075 -1.06542
H2 0.13840 -2.40069 -1.83417
H3 0.23608 -0.55600 -1.60507
H4 0.01682 -2.55239 0.65849
H5 1.64845 -1.99257 0.06930
H6 1.19827 -0.59347 1.71829
H7 -0.79093 -0.72283 2.63117
H8 -1.59077 -0.30308 1.14816
H9 0.07370 1.26279 3.12136
H10 -0.03098 1.98754 1.63929
H11 -1.60688 1.66389 2.44557
O1 0.49260 2.47174 -4.04500
H12 0.18787 2.93505 -4.82529
H13 1.34448 2.90293 -3.95485

For the lowest unoccupied orbital energy, the calculation gives 0.99 eV. As for the orbital gap: 9.6 eV. The SMILES is CCNCC.O.

---

Arrangement three

Below is 2 unconnected molecules or ions with the total composition C4H13NO, with properties calculated with ωB97M-V with the def2-TZVPD basis set.

Atoms and positions in Å:
C1 -0.15872 -2.05976 -1.60471
C2 -0.68896 -0.68808 -1.08005
N1 0.43896 -0.00695 -0.43672
C3 0.10389 1.36373 0.08408
C4 1.24393 2.33214 0.40623
H1 -0.78539 -2.44329 -2.39620
H2 -0.17087 -2.77496 -0.72982
H3 0.87410 -1.91572 -1.89705
H4 -1.04107 -0.10619 -1.96974
H5 -1.55067 -0.77212 -0.48769
H6 0.63862 -0.55962 0.42688
H7 -0.33716 1.10365 1.10323
H8 -0.72987 1.70546 -0.46006
H9 2.22297 1.83070 0.50337
H10 1.31479 3.06702 -0.37512
H11 1.08953 2.78377 1.33350
O1 -0.43458 -0.95196 2.57258
H12 -1.06240 -1.57311 2.95099
H13 -0.96709 -0.33471 2.05631

For the lowest unoccupied orbital energy, the calculation gives 0.77 eV. As for the orbital gap: 9.5 eV. The SMILES is CCNCC.O.

---

List of relative energies, unit eV: arrangement one 0.916; arrangement two 0.000; arrangement three 0.131